# 1
Molecular formula: C8H4N2O
Method: DFT, ωB97M-V with the def2-TZVPD basis set

Output
- LUMO energy (eV) = -0.92
- E_HOMO (eV) = -9.20
- SMILES = N#CC(C#N)=Cc1ccco1
- total charge = 0
- ΔE to the lowest compared entry with this formula, charge and spin (kcal/mol) = 0.0

XYZ file:
```
15
C8H4N2O | OMol25 | ωB97M-V with the def2-TZVPD basis set
N 0.251 2.585 3.158
C 0.002 1.827 2.234
C -0.231 0.875 1.075
C -1.617 0.772 0.681
N -2.719 0.755 0.410
C 0.847 0.320 0.594
C 0.790 -0.593 -0.577
C 1.774 -1.323 -1.199
C 1.176 -2.029 -2.294
C -0.182 -1.673 -2.161
O -0.395 -0.811 -1.198
H 1.694 0.333 1.019
H 2.853 -1.375 -0.822
H 1.490 -2.797 -2.779
H -0.960 -2.113 -2.932
```

natural (NBO) population analysis, charges in e, atoms 1 to 2: N -0.2898; C 0.2667



# 2
Molecular formula: C14H21N3O5PSYb
Method: DFT, ωB97M-V with the def2-TZVPD basis set

Output
- LUMO energy (spin up / spin down) (eV) = -6.49 / -6.62
- <S²> = 0.75
- E_HOMO (spin up / spin down) (eV) = -14.83 / -14.83
- total charge = +2
- spin multiplicity = 2

XYZ file:
```
46
C14H21N3O5PSYb | OMol25 | ωB97M-V with the def2-TZVPD basis set
Yb -0.735 -7.098 14.491
C -2.149 -3.379 17.128
C -1.419 -4.542 16.511
N -1.763 -4.930 15.309
O -2.777 -4.249 14.637
C -0.328 -5.406 16.997
C 0.996 -4.940 17.628
N -0.455 -6.561 16.529
O 0.603 -7.368 16.186
H -3.058 -3.673 17.554
H -2.521 -2.606 16.428
H -1.537 -2.832 17.840
H -2.990 -3.439 15.133
H 1.762 -5.273 16.926
H 1.112 -5.322 18.634
H 1.098 -3.885 17.591
C -0.306 -9.710 11.292
O 0.313 -8.482 10.893
P 0.784 -7.201 11.666
O -0.799 -6.611 12.233
C -1.598 -5.777 11.302
O 1.121 -7.826 13.240
C 2.408 -8.189 13.913
H 0.192 -10.508 10.719
H -1.377 -9.720 11.156
H -0.121 -9.903 12.390
H -0.842 -5.275 10.688
H -2.160 -5.077 11.852
H -2.265 -6.398 10.715
H 2.178 -8.396 14.969
H 3.076 -7.315 13.845
H 2.896 -9.065 13.452
S -2.877 -10.871 16.223
C -1.689 -9.789 15.651
N -2.151 -8.845 14.881
C -3.511 -8.970 14.600
C -4.268 -8.220 13.731
C -5.593 -8.418 13.524
C -6.171 -9.473 14.214
C -5.462 -10.302 15.041
C -4.082 -10.060 15.291
H -0.599 -9.814 15.993
H -3.799 -7.343 13.302
H -6.108 -7.757 12.878
H -7.218 -9.688 14.077
H -6.015 -11.033 15.629
```

natural (NBO) population analysis, charges in e, atoms 1 to 2: Yb 2.1111; C -0.6931



# 3
Molecular formula: C4H6ClNOS
Method: DFT, ωB97M-V with the def2-TZVPD basis set

Output
- LUMO energy (eV) = -0.47
- E_HOMO (eV) = -10.41
- total charge = 0
- ΔE to the lowest compared entry with this formula, charge and spin (kcal/mol) = 85.3

XYZ file:
```
14
C4H6ClNOS | OMol25 | ωB97M-V with the def2-TZVPD basis set
C 0.318 -1.621 -0.434
C -1.059 0.375 1.327
C -0.969 0.495 -0.198
C 0.213 -0.243 -0.709
N 0.430 -2.695 -0.137
O 2.383 1.033 -1.622
S 1.696 0.849 -0.365
Cl 2.941 -0.480 0.756
H -1.083 -0.693 1.708
H -0.055 0.776 1.652
H -1.999 0.876 1.507
H -1.155 1.599 -0.549
H -1.907 0.138 -0.729
H 0.247 -0.411 -2.208
```

natural (NBO) population analysis, charges in e, atoms 1 to 2: C 0.2272; C -0.6229



# 4
Molecular formula: C4H6NO2S2
Method: DFT, ωB97M-V with the def2-TZVPD basis set

Output
- LUMO energy (eV) = 3.43
- E_HOMO (eV) = -2.25
- total charge = -1
- ΔE to the lowest compared entry with this formula, charge and spin (kcal/mol) = 0.0

XYZ file:
```
15
C4H6NO2S2 | OMol25 | ωB97M-V with the def2-TZVPD basis set
C 1.012 -1.981 0.026
C -0.796 0.548 1.244
C -1.352 0.479 -1.176
C -0.226 0.338 -0.054
N 0.993 0.412 -0.354
O 0.458 -2.069 1.052
O 1.541 -2.149 -0.969
S 2.432 0.465 0.524
S 3.759 0.462 -0.916
H -1.092 1.600 1.119
H -0.070 0.548 2.111
H -1.621 -0.028 1.607
H -2.190 -0.275 -0.877
H -0.926 0.204 -2.097
H -1.923 1.447 -1.240
```

natural (NBO) population analysis, charges in e, atoms 1 to 2: C 1.0383; C -0.6857



# 5
Molecular formula: C14H42O7
Method: DFT, ωB97M-V with the def2-TZVPD basis set

Output
- LUMO energy (eV) = 0.33
- E_HOMO (eV) = -9.36
- SMILES = CCO.CCO.CCO.CCO.CCO.CCO.CCO
- total charge = 0
- ΔE to the lowest compared entry with this formula, charge and spin (kcal/mol) = 230.6

XYZ file:
```
63
C14H42O7 | OMol25 | ωB97M-V with the def2-TZVPD basis set
C 1.184 2.486 3.046
C 2.171 3.463 2.556
O 1.913 4.102 1.470
H 0.032 2.773 2.996
H 1.356 2.272 4.085
H 1.268 1.559 2.512
H 3.278 3.109 2.513
H 2.219 4.173 3.239
H 2.701 4.573 1.020
C 2.588 -3.650 -0.303
C 3.927 -3.605 0.611
O 4.265 -4.929 0.980
H 2.695 -4.229 -1.023
H 2.405 -2.680 -0.601
H 1.595 -3.970 0.269
H 3.658 -3.140 1.424
H 4.642 -3.179 0.219
H 5.200 -5.054 1.456
C -2.728 4.280 -0.887
C -1.330 4.140 -0.424
O -1.157 3.728 0.958
H -3.177 3.241 -0.985
H -2.838 4.851 -1.721
H -3.380 4.858 -0.205
H -0.767 5.183 -0.686
H -0.729 3.457 -1.029
H -0.361 3.746 1.348
C -3.323 -2.297 -0.196
C -3.780 -1.113 -0.997
O -3.692 -1.315 -2.434
H -2.335 -2.684 -0.632
H -3.714 -3.321 -0.158
H -3.278 -1.949 0.783
H -3.216 -0.063 -0.789
H -4.810 -0.905 -0.708
H -3.587 -0.374 -2.733
C -0.101 -0.842 -0.633
C -0.073 0.524 -0.226
O -1.170 0.910 0.548
H -0.933 -1.099 -1.276
H -0.138 -1.504 0.221
H 0.904 -1.127 -1.269
H 0.015 1.212 -1.020
H 0.816 0.727 0.314
H -1.230 1.761 0.331
C -0.525 -0.903 -4.927
C 0.927 -0.991 -4.497
O 1.363 0.319 -4.089
H -0.738 -2.027 -5.091
H -0.862 -0.458 -5.727
H -1.126 -0.512 -4.033
H 1.601 -1.594 -5.252
H 0.812 -1.725 -3.672
H 2.154 0.012 -3.899
C 0.822 -1.256 3.490
C -0.669 -1.361 3.382
O -1.235 -0.102 3.055
H 1.248 -0.448 4.207
H 1.157 -1.030 2.564
H 1.069 -2.366 3.671
H -0.860 -1.796 4.302
H -1.050 -1.924 2.460
H -1.095 0.068 2.079
```

natural (NBO) population analysis, charges in e, atoms 1 to 2: C -0.6380; C -0.0389



Please write out number 3 again, unchanged.
Molecular formula: C4H6ClNOS
Method: DFT, ωB97M-V with the def2-TZVPD basis set

Output
- LUMO energy (eV) = -0.47
- E_HOMO (eV) = -10.41
- total charge = 0
- ΔE to the lowest compared entry with this formula, charge and spin (kcal/mol) = 85.3

XYZ file:
```
14
C4H6ClNOS | OMol25 | ωB97M-V with the def2-TZVPD basis set
C 0.318 -1.621 -0.434
C -1.059 0.375 1.327
C -0.969 0.495 -0.198
C 0.213 -0.243 -0.709
N 0.430 -2.695 -0.137
O 2.383 1.033 -1.622
S 1.696 0.849 -0.365
Cl 2.941 -0.480 0.756
H -1.083 -0.693 1.708
H -0.055 0.776 1.652
H -1.999 0.876 1.507
H -1.155 1.599 -0.549
H -1.907 0.138 -0.729
H 0.247 -0.411 -2.208
```

natural (NBO) population analysis, charges in e, atoms 1 to 2: C 0.2272; C -0.6229